Record 1
The following is a DFT calculation (ωB97M-V/def2-TZVPD) of a molecular structure, C14H16HgN4O2 in a non-equilibrium geometry.

XYZ file:
```
37
Properties=species:S:1:pos:R:3:forces:R:3:lowdin_charge:R:1
Hg -1.49118 -0.32115 2.27529 0.56 0.32 -0.88 0.907
O -1.50914 2.07018 1.02638 0.11 -0.71 0.79 -0.092
O 5.56373 -0.66889 -0.56899 -0.06 0.06 -0.20 0.081
N -2.27744 -0.86230 -0.39512 0.36 0.35 1.02 0.042
N 1.24595 -0.49709 1.82277 -1.42 0.13 0.33 -0.022
N -2.90261 2.12908 -0.75833 -0.36 -0.03 -0.20 0.080
N 6.25833 -1.22565 1.49076 0.47 -0.12 0.26 0.187
C 1.60934 -0.30828 0.56465 0.40 0.02 -0.36 -0.135
C 3.90518 -0.70133 1.12047 -0.26 0.04 -0.11 -0.100
C 5.32040 -0.85362 0.60187 -0.15 0.01 0.10 -0.499
C -2.30580 -2.56003 -2.05299 -0.04 0.05 0.03 -0.037
C 3.50755 -0.85622 2.44347 -0.16 0.03 -0.19 0.010
C -1.86972 2.58005 -0.02199 0.11 0.53 -0.50 -0.538
C -3.42511 -1.98028 -2.63003 0.15 -0.01 0.08 -0.035
C -1.16299 3.78893 -0.58142 0.10 0.02 0.14 0.016
C -3.32265 -0.26918 -0.95955 -0.39 -0.14 -0.35 -0.273
C 2.15549 -0.75215 2.74493 0.47 -0.09 0.20 -0.132
C -3.77455 1.03954 -0.36092 0.11 -0.17 0.27 -0.117
C -1.77805 -1.97203 -0.91390 0.01 -0.30 -0.34 -0.142
C 2.93056 -0.40734 0.16871 0.06 -0.04 0.12 0.024
C -3.94216 -0.82180 -2.07580 0.08 0.07 0.21 -0.004
H -3.11902 2.59491 -1.62706 0.11 0.05 0.16 0.153
H -1.86265 -3.45235 -2.46476 0.04 -0.09 0.00 0.113
H 6.10202 -1.36055 2.47290 -0.09 0.01 -0.10 0.095
H -3.73250 0.95688 0.73287 -0.14 0.11 -0.24 0.100
H -4.79641 1.27678 -0.66862 0.14 -0.06 0.10 0.133
H -0.92899 -2.40036 -0.39659 0.04 -0.09 -0.04 0.103
H -3.88713 -2.42047 -3.50024 -0.03 -0.05 -0.07 0.118
H 4.19954 -1.05796 3.24559 0.06 -0.04 0.05 0.110
H 1.79939 -0.88297 3.75652 0.02 -0.01 0.08 0.112
H 3.22731 -0.27307 -0.86027 0.02 0.01 -0.05 0.125
H -0.56409 4.24634 0.20257 -0.05 -0.05 -0.01 0.092
H 0.82176 -0.07301 -0.13927 -0.02 0.00 -0.07 0.099
H -1.87311 4.51804 -0.96130 -0.03 0.06 -0.10 0.087
H 7.19771 -1.35049 1.14351 -0.11 0.05 0.03 0.126
H -0.49385 3.48919 -1.38799 -0.03 -0.03 -0.06 0.094
H -4.82513 -0.36134 -2.48811 -0.08 0.12 -0.09 0.118
```
Positions in Å, forces in eV/Å.

- spin multiplicity = 2
- energy above the lowest of the compared OMol25 structures with the same formula, charge and spin (eV) = 0.318
- ⟨S²⟩ = 0.75
- HOMO energy (spin up / spin down) (eV) = -12.102 / -12.685
- total charge = +1
- orbital gap (spin up / spin down) (eV) = 9.4 / 6.8
- E_LUMO (spin up / spin down) (eV) = -2.687 / -5.903

Record 2
The following is a DFT calculation (ωB97M-V/def2-TZVPD) of a gas-phase ion, C8H19N2O2S (charge +1) in a non-equilibrium geometry.

XYZ file:
```
32
Properties=species:S:1:pos:R:3:forces:R:3:lowdin_charge:R:1
S 1.59402 2.52813 -0.01279 -0.27 -0.15 0.53 0.913
O 0.07153 0.88755 1.41597 0.22 0.57 1.33 -0.041
O -1.02512 0.01295 1.27435 0.15 -0.92 -0.71 -0.009
N -0.83917 1.16120 -0.69332 2.11 -0.83 -1.26 0.174
N -3.80899 -0.57716 0.93436 -1.14 0.14 1.21 0.040
C -3.88043 0.32429 -1.26104 1.67 -0.25 1.06 -0.017
C 3.80787 -0.07197 -0.63455 0.14 -4.89 0.22 -0.081
C -2.96512 -0.27633 -0.19063 -0.20 1.37 2.90 -0.362
C 1.35388 -0.25524 -0.36906 -2.44 -1.02 4.42 -0.134
C 0.62866 0.99704 0.19462 0.31 -0.94 -2.10 -0.686
C 2.69582 -2.07374 0.80548 -0.78 0.22 -3.31 -0.051
C -1.84415 0.72339 0.32783 0.73 -2.57 -0.99 -0.192
C 2.75927 -0.58547 0.34272 -2.08 0.98 0.23 -0.340
H 4.74288 -0.48363 -0.31271 0.84 -0.72 -0.08 0.086
H 0.55376 -1.10876 -0.34522 1.52 1.11 0.78 0.155
H -2.12805 1.51165 0.95404 -1.25 1.91 -0.16 0.155
H -3.22928 0.70357 -2.01275 0.07 0.47 -1.18 0.057
H -0.72988 0.64051 -1.61993 -0.63 0.04 1.85 0.201
H 2.45481 -2.92506 0.06219 0.33 1.82 0.56 0.125
H 3.98935 0.88887 -0.46820 0.10 4.38 -0.01 0.008
H -0.81346 2.11191 -1.02390 -0.68 0.90 0.51 0.131
H -4.28298 -0.60914 -1.54245 -1.58 -0.35 -1.13 0.079
H -2.60966 -1.29662 -0.33664 0.98 0.44 -1.26 0.158
H -4.12491 0.21427 1.45999 -0.48 0.77 -0.21 0.084
H 1.92263 2.61865 1.29868 -0.22 0.03 -0.28 -0.065
H -4.57236 1.10177 -0.89777 0.27 -0.65 -0.05 0.109
H 3.64113 -0.37379 -1.65841 -0.01 0.22 -0.30 0.095
H -3.52583 -1.20044 1.67086 0.77 -0.61 -0.41 0.092
H 3.01965 0.08890 1.26742 -1.34 -1.39 -1.22 0.166
H 3.63960 -2.23667 1.11917 3.30 -1.11 1.21 0.031
H 1.42772 -0.18627 -1.36953 0.98 0.86 -3.60 0.061
H 2.07682 -2.25433 1.62122 -1.37 0.20 1.45 0.056
```
Positions in Å, forces in eV/Å.

- energy above the lowest of the compared OMol25 structures with the same formula, charge and spin (eV) = 5.911
- HOMO energy (eV) = -12.990
- total charge = +1
- orbital gap (eV) = 9.9
- E_LUMO (eV) = -3.102

Record 3
The following is a DFT calculation (ωB97M-V/def2-TZVPD) of 2 unconnected molecules or ions with the total composition CH6BNO in a non-equilibrium geometry.

XYZ file:
```
10
Properties=species:S:1:pos:R:3:forces:R:3:lowdin_charge:R:1
O -0.13176 0.67170 -1.06824 -0.33 3.36 0.01 -0.091
N -0.25847 1.03280 -2.46910 1.04 3.72 -2.20 0.022
C 0.25533 -0.11273 2.07641 0.34 -2.15 1.95 0.014
B -0.06561 -0.42527 -0.47071 0.36 -1.96 -0.14 -0.180
H 0.01080 2.14885 -2.45880 -0.91 -3.70 0.10 0.148
H -0.25155 -1.50101 -0.81530 -0.32 -1.29 -0.44 0.020
H 0.81388 -1.07898 1.91892 -0.82 1.27 -0.03 0.019
H -0.64057 -0.18299 2.68837 0.11 0.17 -0.14 -0.002
H 0.81893 0.77857 2.05773 0.33 0.90 -0.22 -0.019
H -1.21993 1.02899 -2.85523 0.19 -0.32 1.11 0.070
```
Positions in Å, forces in eV/Å.

- spin multiplicity = 3
- energy above the lowest of the compared OMol25 structures with the same formula, charge and spin (eV) = 4.189
- ⟨S²⟩ = 2.01
- HOMO energy (spin up / spin down) (eV) = -5.334 / -10.065
- total charge = 0
- orbital gap (spin up / spin down) (eV) = 6.1 / 9.3
- E_LUMO (spin up / spin down) (eV) = 0.736 / -0.738

Record 4
The following is a DFT calculation (ωB97M-V/def2-TZVPD) of C6H6Cl2O in the gas phase in a non-equilibrium geometry.

XYZ file:
```
15
Properties=species:S:1:pos:R:3:forces:R:3:lowdin_charge:R:1
Cl 2.69982 -0.23791 0.25968 -0.58 -0.10 -0.19 0.663
Cl 1.95104 -2.57510 -1.68997 -0.42 0.16 0.11 0.585
O -0.50150 -1.62621 -1.59319 1.05 0.09 -0.07 -0.054
C -1.76365 -0.93196 0.68511 -1.75 2.55 -1.68 -0.025
C 0.64362 -1.41527 -1.20685 -0.28 -0.37 -0.58 -0.841
C 0.55904 2.12809 0.30227 1.46 0.04 -1.11 -0.046
C 1.11115 -0.31729 -0.46378 -1.15 0.89 0.95 -0.589
C 0.15010 0.75453 0.02842 2.03 -0.48 -0.73 -0.316
C -0.79465 0.11334 0.59813 -0.39 -1.41 -0.34 0.113
H 1.26907 2.12453 1.08850 0.38 0.08 1.16 0.073
H -2.83775 -0.49005 0.54964 1.87 -0.70 -0.03 0.158
H -1.52138 -1.55435 -0.20070 -0.31 -0.42 0.04 0.077
H -0.28381 2.66822 0.48406 -2.33 1.63 1.29 0.056
H 1.03853 2.71484 -0.45559 0.43 -0.40 -1.12 0.093
H -1.71962 -1.35540 1.61427 -0.03 -1.55 2.28 0.055
```
Positions in Å, forces in eV/Å.

- energy above the lowest of the compared OMol25 structures with the same formula, charge and spin (eV) = 4.361
- HOMO energy (spin up / spin down) (eV) = -8.433 / -8.432
- total charge = 0
- orbital gap (spin up / spin down) (eV) = 7.3 / 7.3
- E_LUMO (spin up / spin down) (eV) = -1.115 / -1.116

Record 5
The following is a DFT calculation (ωB97M-V/def2-TZVPD) of a molecular structure, C23H45HfN2O3P3 in a non-equilibrium geometry.

XYZ file:
```
77
Properties=species:S:1:pos:R:3:forces:R:3:lowdin_charge:R:1
Hf 0.08905 0.24881 -0.45218 0.59 -2.02 -2.36 1.309
P -0.70977 2.98398 -1.04233 -0.79 1.96 -1.09 0.780
P 2.80532 -0.27076 -0.67041 1.95 -0.40 0.08 0.764
P -2.00349 -1.58525 -0.62629 -1.30 -1.62 -0.04 0.780
O 0.33129 -0.68609 1.31984 0.25 0.91 -1.28 -0.229
O 2.09781 2.72612 0.69218 -3.81 -4.11 -2.71 0.178
O -2.78539 1.35567 0.92783 5.17 -1.76 -3.32 0.179
N 0.25800 -2.10065 3.10348 0.30 0.91 -1.22 -0.021
N -0.54087 0.06382 3.31678 -0.08 0.35 -1.06 -0.072
C 0.76740 -1.17834 -3.73937 0.13 -0.15 0.41 -0.074
C -2.38830 3.22167 -1.72094 -0.38 -0.70 -0.11 -0.197
C 0.05279 -2.42568 4.52867 -0.18 -0.38 0.45 -0.091
C 0.88824 -3.13332 2.28353 0.03 -0.75 -0.23 0.026
C 3.51171 -0.52471 1.00258 -0.41 0.10 0.32 -0.211
C -3.43235 -1.51056 -1.76158 0.13 0.61 -0.32 -0.205
C -1.32404 -0.39571 4.46250 -0.20 -0.03 0.01 -0.107
C 3.39287 -1.76990 -1.53339 -0.65 -0.39 -0.32 -0.211
C 1.51818 0.00002 -3.83661 -0.13 0.19 -0.01 -0.103
C -0.79886 4.11212 0.39512 0.26 -0.44 0.54 -0.199
C 0.87035 1.22686 -4.00370 0.15 0.09 0.17 -0.071
C 0.03268 -0.89657 2.57924 -0.23 -0.86 1.94 -0.411
C -1.31525 -3.24440 -0.98630 0.70 0.12 -0.21 -0.204
C 0.20513 4.05423 -2.20597 0.72 -0.38 -0.29 -0.194
C -0.52784 1.28299 -4.03871 0.00 -0.24 -0.08 -0.098
C -1.27596 0.10685 -3.94586 -0.13 0.10 0.17 -0.072
C -1.80366 1.01715 0.36377 -6.65 2.07 4.93 -0.256
C -0.06243 1.45226 3.25379 0.19 -0.05 -0.04 0.025
C 1.38151 1.91459 0.22536 4.81 5.16 4.05 -0.252
C 3.91688 1.01650 -1.34243 -0.40 0.34 -0.23 -0.208
C -0.40047 -1.22007 5.30503 0.23 0.05 0.81 -0.123
C -0.62941 -1.12347 -3.77743 -0.04 0.15 0.07 -0.101
C -2.85145 -1.90520 0.96983 0.31 0.48 0.39 -0.206
H -2.12587 -2.02362 1.78599 -0.16 -0.11 -0.22 0.034
H -2.51830 4.29523 -1.92494 0.07 -0.33 0.12 0.095
H 1.15802 -3.95473 2.95605 -0.06 0.15 -0.28 0.126
H 3.27430 -1.66868 -2.61737 0.19 0.00 0.28 0.038
H -0.59309 -3.54106 -0.21681 -0.26 0.00 -0.21 0.028
H -2.35976 0.14658 -4.07564 0.30 -0.01 0.08 0.128
H -0.46338 1.98070 2.37952 -0.06 0.06 0.22 0.043
H -3.11018 -1.61949 -2.80269 -0.14 -0.09 0.29 0.038
H -1.20330 -2.04673 -3.75416 0.11 0.17 -0.15 0.110
H -0.69849 -3.22785 4.58323 0.25 0.13 -0.15 0.158
H -0.90464 -1.53156 6.21653 0.12 -0.11 0.12 0.149
H -3.45623 -2.82196 0.90050 0.19 0.32 -0.13 0.093
H -1.28603 5.04385 0.06650 0.18 -0.36 0.06 0.097
H 0.20716 4.33475 0.77052 -0.30 0.14 -0.06 0.062
H 4.44850 -1.95248 -1.29078 -0.25 0.19 0.02 0.091
H 3.14855 -1.46257 1.44183 0.20 0.28 -0.20 0.033
H 0.10571 3.69708 -3.23595 -0.04 0.19 0.31 0.038
H -2.13091 -3.98014 -1.03239 0.14 0.26 0.07 0.094
H 4.60967 -0.55772 0.94338 -0.33 0.04 -0.08 0.092
H 3.87439 1.92066 -0.72814 0.25 -0.19 -0.10 0.047
H 1.46341 2.12799 -4.17600 -0.16 -0.25 0.08 0.129
H 0.19927 -3.53039 1.52130 0.23 0.15 0.42 0.081
H 3.60310 1.29126 -2.35570 0.20 -0.06 0.14 0.047
H -2.15590 -1.01173 4.08173 0.10 0.32 0.21 0.143
H 0.47220 -0.62295 5.58586 -0.16 0.06 0.13 0.142
H -0.20998 5.07000 -2.12968 0.09 -0.32 0.09 0.093
H -3.49426 -1.05706 1.23246 -0.06 -0.30 -0.07 0.059
H -4.15060 -2.30370 -1.51215 0.28 0.16 0.03 0.090
H -1.03895 2.22544 -4.21914 0.13 -0.20 -0.12 0.111
H 2.60518 -0.03731 -3.85994 -0.23 -0.03 -0.14 0.109
H 3.21478 0.29277 1.67215 0.21 -0.14 -0.07 0.050
H -3.14683 2.88326 -1.01056 -0.03 0.25 -0.16 0.054
H 1.26837 -2.14810 -3.70391 -0.14 0.25 0.01 0.127
H 4.94758 0.63546 -1.36952 -0.31 0.05 0.06 0.094
H -3.93052 -0.53893 -1.67420 -0.07 -0.16 0.02 0.065
H 1.27118 4.07708 -1.96135 -0.07 0.17 -0.04 0.066
H -0.78561 -3.23188 -1.94645 -0.18 -0.13 0.20 0.039
H -2.51341 2.65640 -2.65077 -0.03 0.19 0.16 0.047
H -0.40275 1.96265 4.16848 0.20 -0.10 -0.48 0.132
H 1.04033 1.49798 3.20568 -0.42 -0.04 0.18 0.111
H 2.79804 -2.63733 -1.22343 0.19 0.06 0.00 0.060
H 0.99441 -2.81205 4.94254 -0.22 0.04 -0.26 0.156
H -1.71686 0.48333 4.97464 -0.04 -0.21 -0.02 0.147
H 1.80629 -2.78285 1.78921 -0.44 -0.07 0.29 0.080
H -1.38428 3.66741 1.20750 0.01 0.26 -0.09 0.050
```
Positions in Å, forces in eV/Å.

- HOMO energy (eV) = -20.768
- total charge = +4
- orbital gap (eV) = 6.0
- E_LUMO (eV) = -14.802